Molecular formula: C6H12N4
Method: DFT, wB97M-V/def2-TZVPD

Geometry as XYZ:
```
22
Properties=species:S:1:pos:R:3:forces:R:3:lowdin_charge:R:1
C -0.6005 -1.6744 -0.0665 3.6455 -0.4260 -0.5534 0.05
C 1.6934 -0.7013 -0.1119 -0.0959 0.6263 0.6924 -0.34
C -1.9683 -1.7773 -0.0923 -4.3432 0.7946 -0.0847 -0.07
C -2.4635 -0.2274 -0.2842 1.7876 0.2258 1.1926 -0.09
C -1.4588 0.7874 0.4214 0.5564 -0.6459 -1.3282 0.12
C 2.9962 -1.3440 0.0349 2.1755 -1.9804 2.0427 -0.01
N 0.5326 -1.4450 0.0431 -2.5973 -1.0462 -0.7689 0.31
N 1.5045 0.5461 -0.2278 1.2186 0.9765 0.0489 0.07
N 0.4111 1.2048 -0.4670 -3.0983 0.0990 0.3122 -0.06
N 0.6180 2.6690 -0.1658 3.7473 -1.1934 -1.2738 0.19
H -2.6176 -2.2999 -0.8820 1.8754 -0.0239 0.9149 0.19
H -2.2969 -2.1641 0.9204 0.2392 0.4060 -0.9566 0.18
H -2.6758 0.0538 -1.3545 0.1968 -0.4605 1.2471 0.15
H -3.3517 -0.2107 0.3823 0.1473 0.5692 -0.7349 0.14
H -1.8716 1.7844 0.4353 0.1953 0.3217 -0.1082 0.09
H -0.9682 0.4890 1.3367 -0.3426 -0.1302 0.2717 0.10
H 3.6048 -0.9431 0.9759 -1.6910 -1.1004 -1.5022 0.15
H 3.6941 -1.0392 -0.7309 -0.1364 -0.1021 -0.6891 0.08
H 2.9165 -2.5366 0.0476 0.2104 2.8281 0.0830 0.15
H 0.1102 2.8378 0.6827 -1.3840 1.2640 -0.1214 0.13
H 0.5528 3.1868 -1.1415 -0.4828 -0.5800 2.8327 0.24
H 1.6388 2.8041 0.2440 -1.8238 -0.4222 -1.5169 0.23
```
Positions in Å, forces in eV/Å.

Results
DFT total energy ... -12353.33301 eV
Total charge ... +2
2S+1 ... 1
ΔE to the lowest compared entry with this formula, charge and spin ... 562.7 kJ/mol
HOMO-LUMO gap ... 8.1237 eV
Strongest force on any atom ... 0.086 hartree/bohr
Lowest unoccupied orbital energy ... -8.857 eV